Molecular formula: C22H26N3O4PbSeTe4
Method: DFT, ωB97M-V with the def2-TZVPD basis set

As for the frontier orbital gap: 5.384 eV. For the energy relative to the best compared isomer or geometry (same formula, charge and spin), the calculation gives 28.3 kcal/mol. As for the total energy: -135666.3356 eV. The value obtained for the LUMO energy is 1.57 eV. The value obtained for the highest occupied orbital energy is -3.8159 eV. Its charge is -1.

Last column: Löwdin charge in e.
Positions of all 61 atoms, in Å:
Pb  -0.619  -2.484  1.249  0.00
Te  -2.752  -2.068  -0.861  0.03
Te  -4.825  -2.517  0.726  0.66
Te  -1.774  -4.698  2.673  -0.17
Te  -2.156  -2.151  3.641  -0.13
O  -6.463  -1.200  2.859  0.01
C  -5.726  -0.363  2.371  -0.65
O  -4.971  -0.557  1.318  -0.49
C  -5.594  1.014  2.961  -0.10
C  -6.314  1.310  4.112  0.00
C  -6.214  2.561  4.704  -0.05
C  -5.398  3.529  4.143  -0.01
C  -4.694  3.211  2.994  -0.13
C  -4.765  1.971  2.390  0.08
N  -3.837  4.249  2.386  -0.35
O  -3.765  5.326  2.951  0.06
O  -3.257  3.976  1.356  0.08
H  -6.942  0.537  4.532  0.12
H  -6.771  2.783  5.604  0.10
H  -5.297  4.514  4.574  0.11
H  -4.190  1.748  1.504  0.13
C  5.962  -0.281  0.751  -0.12
C  5.432  -0.926  -0.525  -0.26
C  4.717  -2.252  -0.275  -0.19
C  3.358  -2.105  0.402  -0.17
N  2.378  -1.468  -0.462  -0.04
C  1.824  -0.235  -0.271  -0.77
Se  2.262  0.967  1.037  0.65
N  0.875  -0.074  -1.232  -0.03
C  -0.014  1.072  -1.371  -0.16
C  0.259  1.916  -2.611  -0.18
C  1.582  2.685  -2.618  -0.25
C  2.819  1.827  -2.874  -0.11
C  0.801  -1.215  -2.017  -0.20
C  -0.039  -1.559  -3.064  -0.07
C  0.104  -2.834  -3.594  -0.09
C  1.049  -3.728  -3.093  -0.08
C  1.890  -3.380  -2.045  -0.01
C  1.753  -2.104  -1.523  -0.19
H  6.500  0.641  0.527  0.07
H  6.649  -0.955  1.269  0.07
H  5.148  -0.023  1.429  0.03
H  6.259  -1.101  -1.218  0.10
H  4.748  -0.236  -1.028  0.09
H  5.339  -2.889  0.362  0.12
H  4.587  -2.787  -1.220  0.10
H  3.420  -1.496  1.303  0.08
H  2.956  -3.082  0.685  0.12
H  0.102  1.664  -0.464  0.08
H  -1.036  0.684  -1.390  0.09
H  -0.568  2.628  -2.679  0.11
H  0.200  1.290  -3.507  0.10
H  1.694  3.215  -1.669  0.10
H  1.517  3.449  -3.398  0.10
H  3.075  1.223  -2.005  0.03
H  3.685  2.455  -3.094  0.07
H  2.666  1.159  -3.726  0.08
H  -0.798  -0.880  -3.428  0.10
H  -0.552  -3.147  -4.395  0.10
H  1.116  -4.721  -3.517  0.10
H  2.604  -4.084  -1.642  0.11